Record 1
# C43H47Ge2IrN3OS

A molecular structure, C43H47Ge2IrN3OS (wB97M-V/def2-TZVPD, the Open Molecules 2025 dataset).

Its spin multiplicity is 5. Its HOMO-LUMO gap (spin up / spin down) is 7.72 / 5.45 eV. Its max |F| is 0.5 eV/Å. Its expectation value of S² is 6.05. Its highest occupied orbital energy (spin up / spin down) is -15.76 / -16.12 eV. Its LUMO energy (spin up / spin down) is -8.04 / -10.67 eV. The charge is +3.

XYZ file:
```
98
Properties=species:S:1:pos:R:3:forces:R:3:lowdin_spin:R:1
Ir -0.330 -0.374 -0.081 -0.2 -0.1 0.1 2.034
C 2.819 -0.448 -3.372 0.0 0.0 0.0 0.002
C 3.982 -0.678 -2.659 0.1 0.0 0.0 0.007
C 3.941 -0.667 -1.271 0.1 0.0 0.0 0.004
C 2.728 -0.467 -0.640 -0.1 0.0 0.1 0.016
N 1.588 -0.328 -1.339 0.1 0.1 -0.2 0.106
C 1.638 -0.278 -2.671 0.0 0.0 0.1 0.015
C 2.598 -0.231 0.823 -0.1 0.0 -0.1 0.020
C 3.653 -0.241 1.715 0.1 0.0 0.1 0.000
C 3.423 0.173 3.018 0.0 0.0 0.0 0.013
C 2.166 0.632 3.387 0.1 0.0 0.1 0.001
C 1.146 0.602 2.453 -0.1 0.0 -0.1 0.021
N 1.369 0.125 1.221 0.0 0.0 0.0 0.108
C -0.224 1.133 2.692 0.1 -0.1 -0.1 0.011
C -0.559 1.848 3.827 0.0 0.0 0.1 0.005
C -1.841 2.362 3.951 0.0 0.0 0.0 0.001
C -2.757 2.136 2.939 0.0 0.0 0.0 0.003
C -2.356 1.399 1.840 0.1 -0.1 0.0 0.012
N -1.117 0.918 1.711 0.0 0.2 -0.1 0.110
H 2.820 -0.399 -4.452 0.0 0.0 0.0 0.000
H 4.924 -0.827 -3.171 0.0 0.0 0.0 0.000
H 4.853 -0.781 -0.703 0.0 0.0 0.0 0.001
H 0.703 -0.077 -3.177 0.0 0.0 0.0 0.001
H 4.641 -0.552 1.409 0.0 0.0 0.0 0.000
H 4.230 0.171 3.738 0.0 0.0 0.0 0.001
H 1.997 1.004 4.386 0.0 0.0 0.0 0.001
H 0.167 2.025 4.608 0.0 0.0 0.0 0.001
H -2.117 2.929 4.831 0.0 0.0 0.0 0.000
H -3.769 2.513 2.997 0.0 0.0 0.0 0.000
H -3.049 1.173 1.040 0.0 0.0 0.0 0.002
C 1.408 -3.490 1.668 -0.1 0.0 0.1 0.005
C 0.259 -2.881 2.468 0.2 -0.1 -0.1 0.053
Ge -1.267 -2.134 1.486 -0.3 0.1 0.0 0.100
C -2.594 -1.585 2.837 0.1 0.0 0.0 0.027
C -2.926 -2.753 3.775 -0.1 0.1 0.0 0.004
C -2.251 -3.525 0.518 -0.1 -0.1 -0.1 0.298
C -2.248 -3.611 -0.851 0.3 0.4 0.1 0.096
Ge -1.338 -2.038 -1.751 0.2 -0.4 0.2 0.098
C -2.709 -0.965 -2.639 0.0 0.1 0.1 0.036
C -3.841 -0.576 -1.686 0.0 0.0 -0.2 0.006
C -0.035 -2.986 -2.874 0.1 0.2 0.1 0.028
C 1.010 -3.745 -2.058 0.0 -0.1 -0.1 0.002
C -2.752 -4.724 -1.576 -0.2 -0.2 0.1 0.124
C -2.937 -5.987 -0.921 0.0 0.1 -0.1 0.089
C -3.461 -7.053 -1.595 0.0 0.0 -0.1 0.014
C -3.820 -6.908 -2.945 0.0 0.0 0.0 0.187
C -3.639 -5.688 -3.620 0.0 -0.1 0.0 0.024
C -3.093 -4.624 -2.960 0.0 -0.1 0.1 0.073
H 2.201 -3.827 2.338 0.0 0.0 0.0 0.000
H 1.850 -2.779 0.968 0.0 0.0 0.0 0.002
H 1.082 -4.357 1.094 0.0 0.0 0.0 0.001
H 0.601 -2.079 3.127 0.0 0.0 0.0 0.000
H -0.201 -3.638 3.107 0.0 0.0 0.1 0.005
H -3.489 -1.222 2.327 0.0 0.0 0.0 0.000
H -2.181 -0.757 3.414 0.0 0.0 0.0 0.002
H -3.308 -3.631 3.253 0.0 0.0 0.0 0.000
H -3.701 -2.450 4.479 0.0 0.0 0.0 0.002
H -2.062 -3.062 4.363 0.0 0.0 0.0 0.000
H -2.913 -4.158 1.111 0.1 -0.1 -0.1 0.014
H -3.088 -1.543 -3.483 0.0 0.0 0.0 0.004
H -2.207 -0.088 -3.047 -0.1 0.0 0.0 -0.001
H -4.398 -1.449 -1.341 0.0 0.0 0.0 0.000
H -4.551 0.088 -2.181 0.0 0.0 0.0 0.000
H -3.465 -0.056 -0.800 0.0 0.0 0.0 0.005
H 0.437 -2.298 -3.569 0.0 0.0 -0.1 0.001
H -0.635 -3.674 -3.474 0.0 0.0 0.0 0.003
H 1.626 -3.068 -1.463 0.0 0.0 0.0 0.001
H 1.677 -4.308 -2.713 0.0 0.0 0.0 0.000
H 0.549 -4.462 -1.375 0.0 0.0 0.0 0.000
H -2.648 -6.093 0.116 0.0 0.0 0.0 0.004
H -3.606 -8.001 -1.095 0.0 0.0 0.0 -0.002
H -4.238 -7.754 -3.478 0.0 0.0 0.0 0.008
H -3.927 -5.599 -4.659 0.0 0.0 0.0 -0.001
H -2.945 -3.692 -3.484 0.0 0.1 0.0 0.002
O -0.791 1.216 -1.453 -0.1 0.0 0.1 0.160
S -1.660 2.477 -1.161 0.0 0.0 0.0 0.012
C -1.884 3.221 -2.734 0.0 0.0 0.0 0.006
C -0.812 3.398 -3.603 0.0 0.1 -0.1 0.002
C -1.047 4.022 -4.814 0.1 0.0 0.0 0.000
C -2.328 4.469 -5.134 0.0 0.0 0.0 0.001
C -3.385 4.287 -4.254 0.0 0.0 0.0 0.000
C -3.171 3.648 -3.040 0.0 0.0 -0.1 0.001
C -0.534 3.594 -0.356 0.1 -0.1 0.1 0.003
C -1.066 4.737 0.226 0.0 0.0 0.0 0.000
C -0.208 5.621 0.864 0.0 0.0 0.0 0.001
C 1.153 5.348 0.925 0.0 0.0 0.0 0.000
C 1.667 4.194 0.346 0.0 0.0 0.0 0.000
C 0.821 3.301 -0.302 0.0 0.1 0.0 0.000
H 0.183 3.063 -3.332 0.0 0.0 0.0 0.000
H -0.231 4.176 -5.507 0.0 0.0 0.0 0.000
H -2.499 4.964 -6.080 0.0 0.0 0.0 0.000
H -4.376 4.636 -4.513 0.0 0.0 0.0 0.000
H -3.989 3.486 -2.347 0.0 0.0 0.0 0.000
H -2.128 4.950 0.166 0.0 0.0 0.0 0.000
H -0.601 6.526 1.308 0.0 0.0 0.0 0.000
H 1.819 6.044 1.419 0.0 0.0 0.0 0.000
H 2.731 3.998 0.381 0.0 0.0 0.0 0.000
H 1.207 2.406 -0.774 0.0 0.0 0.0 0.000
```
Forces are in eV/Å.


Record 2
# C43H47IN5O3P2RuS2Se2Si

A molecular structure, C43H47IN5O3P2RuS2Se2Si (wB97M-V/def2-TZVPD, the Open Molecules 2025 dataset).

Its spin multiplicity is 5. As for the relative energy (zero: lowest compared OMol25 entry of this formula, charge and spin): 3.6 kcal/mol. Its HOMO-LUMO gap (spin up / spin down) is 7.65 / 6.53 eV. Its max |F| is 0.6 eV/Å. Its expectation value of S² is 6.03. Its highest occupied orbital energy (spin up / spin down) is -9.90 / -10.67 eV. Its LUMO energy (spin up / spin down) is -2.25 / -4.14 eV. The charge is +1.

XYZ file:
```
107
Properties=species:S:1:pos:R:3:forces:R:3:lowdin_spin:R:1
Ru 0.084 -0.325 -0.808 -0.1 -0.1 0.2 2.399
Se 2.008 0.163 0.653 0.2 -0.1 0.0 0.048
P 1.284 -1.299 2.120 0.0 0.0 -0.1 0.037
Se -0.348 -2.457 1.212 0.4 -0.3 -0.2 0.576
C 0.677 -0.450 3.590 0.0 0.0 0.1 0.012
C 1.575 0.381 4.263 0.0 0.0 0.0 0.002
C 1.180 1.023 5.421 0.0 0.0 0.0 0.000
C -0.113 0.846 5.906 0.0 0.0 0.0 0.001
C -1.005 0.024 5.237 0.0 0.0 0.0 0.001
C -0.610 -0.633 4.078 0.0 0.1 0.0 0.016
C 2.603 -2.366 2.722 0.0 0.0 0.0 0.002
C 3.925 -2.156 2.360 0.0 0.0 0.0 0.001
C 4.918 -2.973 2.884 0.0 0.0 0.0 0.000
C 4.586 -3.996 3.757 0.0 0.0 0.0 -0.001
C 3.260 -4.203 4.122 0.0 0.0 0.0 0.000
C 2.268 -3.388 3.611 0.0 0.0 0.0 0.001
H 2.579 0.529 3.878 0.0 0.0 0.0 0.000
H 1.876 1.663 5.947 0.0 0.0 0.0 0.000
H -0.423 1.356 6.809 0.0 0.0 0.0 0.000
H -2.013 -0.107 5.606 0.0 0.0 0.0 0.000
H -1.311 -1.269 3.553 0.0 0.0 0.0 0.014
H 4.176 -1.368 1.664 0.0 0.0 -0.1 0.001
H 5.951 -2.812 2.604 0.0 0.0 0.0 0.000
H 5.360 -4.636 4.159 0.0 0.0 0.0 0.000
H 3.002 -5.001 4.805 0.0 0.0 0.0 0.000
H 1.233 -3.550 3.891 0.0 0.0 0.0 0.002
C 4.421 -0.792 -2.743 0.0 0.0 0.0 0.002
C 4.852 -1.792 -1.692 -0.1 0.0 0.1 0.000
C 5.784 -2.863 -2.223 0.0 0.0 0.0 0.000
O 3.712 -2.402 -1.004 0.2 0.0 0.1 0.010
P 2.426 -3.091 -1.572 -0.1 0.0 -0.1 0.057
S 1.660 -4.223 -0.130 -0.3 0.3 0.3 0.376
S 1.132 -1.771 -2.419 0.0 0.0 0.0 0.053
O 2.997 -3.976 -2.744 0.0 0.0 -0.1 0.024
C 2.341 -4.685 -3.853 0.0 0.0 0.1 0.001
C 1.053 -5.353 -3.426 0.0 0.0 0.0 0.002
C 2.178 -3.755 -5.039 0.0 0.0 0.0 0.000
H 5.310 -0.311 -3.154 0.0 0.0 0.0 0.000
H 3.774 -0.026 -2.318 0.0 0.0 0.0 0.000
H 3.895 -1.285 -3.562 0.0 0.0 0.0 0.001
H 5.342 -1.262 -0.874 0.0 0.0 0.0 0.000
H 5.451 -3.243 -3.187 0.0 0.0 0.0 0.000
H 5.850 -3.695 -1.523 0.0 0.0 0.0 0.000
H 6.781 -2.436 -2.343 0.0 0.0 0.0 0.000
H 3.084 -5.445 -4.093 0.0 0.0 0.0 0.000
H 0.297 -4.616 -3.153 0.0 0.0 0.0 0.000
H 1.210 -6.021 -2.582 0.0 0.0 0.0 0.002
H 0.673 -5.937 -4.266 0.0 0.0 0.0 0.000
H 1.302 -3.117 -4.933 0.0 0.0 0.0 0.000
H 2.062 -4.353 -5.943 0.0 0.0 0.0 0.000
H 3.060 -3.126 -5.163 0.0 0.0 0.0 0.000
N -4.905 0.127 -2.292 -0.1 -0.5 0.0 0.000
C -4.703 -0.915 -3.111 -0.1 0.3 0.2 0.000
N -5.728 -1.365 -3.845 0.0 0.0 0.0 -0.001
N -3.544 -1.534 -3.251 0.1 -0.2 -0.1 0.003
C -2.528 -1.145 -2.546 -0.2 0.2 0.1 0.005
N -1.617 -0.805 -1.922 0.1 -0.2 -0.3 -0.003
H -5.803 0.568 -2.203 0.0 0.0 0.0 0.000
H -4.145 0.511 -1.751 -0.1 0.0 0.0 0.000
H -6.643 -0.955 -3.802 0.0 0.0 0.0 0.000
H -5.565 -2.146 -4.455 0.0 0.0 0.0 0.000
I 2.449 2.157 -6.182 0.0 0.0 -0.1 0.002
C 1.542 2.479 -4.342 0.0 0.0 0.1 0.002
C 1.033 3.721 -3.995 0.0 0.0 0.0 -0.002
C 0.460 3.869 -2.742 0.0 0.0 0.0 0.002
C 0.406 2.773 -1.899 0.1 0.0 0.1 0.004
N 0.876 1.572 -2.244 -0.2 0.1 -0.1 0.074
C 1.444 1.430 -3.442 0.0 0.0 0.0 0.005
H 1.089 4.554 -4.682 0.0 0.0 0.0 0.000
H 0.060 4.819 -2.417 0.0 0.0 0.0 0.001
H -0.005 2.860 -0.898 0.0 0.0 -0.1 0.000
H 1.832 0.449 -3.682 0.0 0.0 0.0 0.001
O -1.121 0.681 0.257 0.1 0.3 -0.1 0.206
Si -2.015 1.881 0.898 -0.1 -0.1 0.2 0.030
C -3.059 1.152 2.260 -0.1 0.0 0.0 0.003
C -3.552 -0.151 2.132 0.1 0.0 0.0 0.004
C -4.397 -0.698 3.086 0.0 0.0 0.0 0.001
C -4.776 0.059 4.188 0.0 0.0 0.0 0.000
C -4.301 1.354 4.333 0.0 0.0 0.0 0.001
C -3.446 1.892 3.379 0.0 0.0 0.0 0.000
C -3.151 2.591 -0.416 0.0 0.0 -0.2 0.004
C -2.950 2.380 -1.782 0.3 0.2 0.0 0.000
C -3.762 2.986 -2.735 0.0 0.1 0.0 0.000
C -4.805 3.807 -2.333 0.0 0.0 0.0 0.000
C -5.030 4.022 -0.977 0.0 0.0 0.0 0.000
C -4.210 3.422 -0.034 -0.1 0.0 0.0 0.001
C -0.980 3.276 1.573 0.1 0.0 0.0 0.005
C -0.205 3.058 2.718 0.0 -0.1 0.0 0.002
C 0.608 4.054 3.235 0.0 0.0 0.0 0.000
C 0.659 5.297 2.615 0.0 0.0 0.0 0.001
C -0.107 5.538 1.485 0.0 0.0 0.0 0.000
C -0.920 4.535 0.972 0.0 0.0 0.0 0.001
H -3.250 -0.753 1.279 0.0 0.0 0.0 0.004
H -4.762 -1.711 2.973 0.0 0.0 0.0 0.000
H -5.441 -0.362 4.932 0.0 0.0 0.0 0.000
H -4.591 1.944 5.194 0.0 0.0 0.0 0.000
H -3.067 2.899 3.516 0.0 0.0 0.0 0.000
H -2.132 1.743 -2.110 -0.1 0.1 0.0 0.000
H -3.576 2.822 -3.790 0.0 0.0 0.0 0.000
H -5.438 4.285 -3.071 0.0 0.0 0.0 0.000
H -5.844 4.661 -0.658 0.0 0.0 0.0 0.000
H -4.400 3.604 1.019 0.0 0.0 0.0 0.000
H -0.243 2.094 3.216 0.0 0.0 0.0 0.000
H 1.199 3.864 4.122 0.0 0.0 0.0 0.000
H 1.291 6.078 3.018 0.0 0.0 0.0 0.000
H -0.077 6.509 1.007 0.0 0.0 0.0 0.000
H -1.525 4.743 0.095 0.0 0.0 0.0 0.000
```
Forces are in eV/Å.